Molecular formula: C21H54B2O5
Method: DFT, ωB97M-V/def2-TZVPD

For the HOMO energy, the calculation gives -0.344 hartree. As for the electronic energy: -34240.7675 eV. As for the frontier orbital gap: 9.20 eV. As for the multiplicity: 1. The SMILES is CC[C@H](C)BB(C)O.CCOCC.CCOCC.CCOCC.CCOCC.

XYZ file:
```
82
C21H54B2O5 (ωB97M-V/def2-TZVPD)
C -0.925 4.162 1.650
C -0.833 2.678 2.131
C -1.085 1.631 0.987
C -1.009 2.199 -0.460
B -2.451 0.849 1.283
B -3.943 1.589 1.459
C -4.571 2.723 0.526
O -4.734 1.186 2.592
H -0.992 4.788 2.545
H -1.850 4.275 1.073
H -0.087 4.422 1.002
H -1.574 2.592 2.945
H 0.149 2.504 2.587
H -0.273 0.886 1.060
H -0.966 1.333 -1.134
H -0.104 2.803 -0.578
H -1.887 2.794 -0.733
H -2.420 -0.340 1.425
H -4.214 3.693 0.907
H -4.343 2.621 -0.541
H -5.665 2.712 0.651
H -4.162 1.382 3.332
C 0.140 0.844 -5.872
C 0.548 0.150 -4.584
O -0.477 0.123 -3.606
C -1.656 -0.575 -3.963
C -1.428 -2.051 -4.238
H -0.279 1.829 -5.660
H 1.002 0.960 -6.529
H -0.617 0.275 -6.413
H 1.377 0.700 -4.135
H 0.914 -0.863 -4.782
H -2.148 -0.089 -4.812
H -2.331 -0.473 -3.111
H -0.841 -2.205 -5.146
H -2.381 -2.565 -4.369
H -0.886 -2.517 -3.413
C -5.201 -2.607 7.101
C -4.452 -1.499 6.383
O -3.522 -1.971 5.426
C -4.070 -2.717 4.352
C -5.048 -1.924 3.503
H -4.504 -3.342 7.506
H -5.796 -2.196 7.918
H -5.881 -3.134 6.428
H -3.867 -0.934 7.112
H -5.148 -0.790 5.922
H -4.528 -3.641 4.722
H -3.222 -3.016 3.734
H -5.961 -1.692 4.054
H -5.331 -2.494 2.616
H -4.607 -0.979 3.190
C 2.436 -2.024 -1.887
C 3.799 -1.859 -2.537
O 4.728 -2.861 -2.163
C 4.378 -4.186 -2.516
C 4.245 -4.402 -4.013
H 2.535 -2.137 -0.806
H 1.806 -1.157 -2.096
H 1.917 -2.909 -2.263
H 4.232 -0.912 -2.215
H 3.711 -1.807 -3.628
H 3.466 -4.494 -1.993
H 5.183 -4.816 -2.136
H 3.383 -3.869 -4.421
H 4.114 -5.462 -4.234
H 5.133 -4.040 -4.534
C 6.491 2.079 1.433
C 5.797 3.097 0.545
O 5.253 2.538 -0.637
C 4.248 1.559 -0.450
C 3.014 2.082 0.262
H 7.215 1.499 0.858
H 7.010 2.580 2.251
H 5.780 1.376 1.871
H 6.526 3.838 0.215
H 5.026 3.641 1.101
H 4.659 0.684 0.066
H 3.962 1.227 -1.448
H 3.225 2.332 1.304
H 2.224 1.329 0.254
H 2.644 2.988 -0.223
```